Formula: C21H72N14O15
Source: OMol25
Level of theory: wB97M-V/def2-TZVPD

Calculated values
Gap between HOMO and LUMO, eV: 7.64
LUMO energy, eV: -0.5428
Max |F|, Eh/bohr: 0.1912

Each line ends with the Löwdin charge.
Element x y z (Å)
C  2.572  5.416  3.618  -0.090
C  3.042  4.389  2.602  -0.298
O  2.192  3.275  2.804  -0.132
H  1.558  5.799  3.576  0.061
H  3.267  6.253  3.583  0.062
H  2.553  5.028  4.711  0.103
H  4.056  4.068  2.763  0.107
H  2.956  4.756  1.623  0.093
H  1.572  3.278  2.064  0.013
C  -3.869  -3.239  -0.360  -0.085
C  -2.891  -2.644  -1.232  -0.404
O  -3.126  -2.882  -2.563  -0.096
H  -3.816  -2.680  0.627  0.093
H  -3.541  -4.273  -0.216  0.071
H  -4.846  -3.171  -0.780  0.068
H  -1.888  -2.786  -0.839  0.095
H  -3.136  -1.525  -1.286  0.094
H  -2.624  -2.261  -3.183  0.019
C  2.133  1.694  -3.581  -0.064
C  0.753  2.307  -3.579  -0.375
O  0.965  3.633  -3.257  -0.055
H  2.681  2.093  -4.406  0.086
H  1.850  0.643  -3.793  0.066
H  2.447  1.914  -2.588  0.046
H  0.007  1.867  -2.891  0.082
H  0.420  2.155  -4.597  0.110
H  1.380  3.678  -2.393  0.082
C  -1.712  -6.462  0.432  -0.086
C  -0.625  -5.703  1.107  -0.326
O  -0.895  -4.319  0.999  -0.134
H  -1.373  -7.471  0.431  0.063
H  -1.791  -5.978  -0.553  0.086
H  -2.695  -6.491  0.921  0.079
H  0.311  -6.069  0.809  0.091
H  -0.525  -5.943  2.174  0.118
H  -0.068  -3.744  1.085  0.062
C  4.812  -0.975  -2.555  -0.084
C  3.958  -1.954  -1.936  -0.324
O  2.575  -1.884  -2.293  -0.076
H  5.834  -1.037  -2.284  0.074
H  4.636  0.087  -2.230  0.063
H  4.605  -0.995  -3.629  0.091
H  3.961  -1.814  -0.912  0.089
H  4.354  -2.867  -2.199  0.094
H  2.406  -2.045  -3.224  0.078
C  -0.240  -0.462  -0.045  -0.073
C  1.064  0.158  -0.334  -0.310
O  1.198  1.344  0.373  -0.075
H  -1.025  0.325  -0.141  0.070
H  -0.239  -0.774  1.008  0.074
H  -0.383  -1.343  -0.661  0.053
H  1.235  0.319  -1.387  0.088
H  1.892  -0.442  -0.037  0.100
H  1.507  1.225  1.212  -0.025
C  -2.204  2.047  2.836  -0.637
O  -2.829  1.413  3.842  -0.106
N  -2.608  3.168  2.297  0.142
N  -0.969  1.744  2.454  0.177
H  -3.557  3.443  2.519  0.111
H  -2.251  3.795  1.464  0.072
H  -0.429  0.982  3.000  0.070
H  -0.544  2.218  1.648  0.062
C  -1.347  -2.240  3.864  -0.630
O  -0.630  -3.360  4.266  -0.131
N  -1.532  -1.138  4.539  0.125
N  -1.918  -2.148  2.726  0.203
H  -1.359  -1.049  5.544  0.151
H  -2.104  -0.404  4.107  0.082
H  -1.771  -2.996  2.223  0.079
H  -2.357  -1.355  2.269  0.062
C  -3.764  0.454  0.207  -0.624
O  -2.983  -0.263  1.074  -0.091
N  -3.481  1.625  -0.249  0.141
N  -4.920  0.093  -0.210  0.196
H  -2.574  2.055  0.013  0.081
H  -4.182  2.227  -0.698  0.150
H  -5.435  -0.792  -0.121  0.149
H  -5.330  0.700  -0.891  0.108
C  2.516  -3.910  0.349  -0.573
O  2.737  -4.731  -0.810  -0.165
N  3.325  -3.782  1.356  0.153
N  1.487  -3.134  0.529  0.144
H  4.280  -4.249  1.287  0.156
H  2.978  -3.680  2.295  0.108
H  0.904  -2.830  -0.235  0.107
H  1.480  -2.610  1.392  0.045
C  -2.956  1.613  -3.656  -0.538
O  -2.320  2.826  -3.132  -0.188
N  -3.368  0.683  -2.857  0.155
N  -2.847  1.237  -4.888  0.171
H  -3.377  0.811  -1.798  0.079
H  -3.887  -0.152  -3.250  0.162
H  -2.373  1.923  -5.589  0.200
H  -3.346  0.475  -5.212  0.096
C  -0.644  3.960  0.131  -0.567
O  0.472  4.003  0.962  -0.080
N  -1.684  4.715  0.251  0.134
N  -0.977  2.913  -0.569  0.151
H  -1.498  5.558  0.942  0.216
H  -2.486  4.710  -0.333  0.129
H  -0.301  2.170  -0.570  0.073
H  -1.439  3.073  -1.498  0.096
C  1.573  -0.281  3.113  -0.556
O  1.522  -1.612  2.749  -0.089
N  2.480  0.528  2.668  0.175
N  0.661  0.219  3.874  0.153
H  3.299  0.055  2.283  0.145
H  2.774  1.414  2.984  0.085
H  -0.134  -0.415  4.096  0.062
H  0.886  1.060  4.468  0.184
C  4.640  2.111  -0.457  -0.132
O  4.345  1.961  0.901  -0.100
H  5.448  1.527  -0.731  0.047
H  4.879  3.200  -0.570  0.109
H  3.816  1.797  -1.064  0.043
H  3.499  1.554  0.975  0.005
C  -0.490  -1.186  -3.497  -0.124
O  -1.758  -1.358  -4.013  -0.112
H  -0.036  -2.180  -3.377  0.115
H  -0.549  -0.592  -2.592  0.065
H  0.199  -0.601  -4.129  0.081
H  -2.053  -0.438  -3.999  0.031


Formula: C5H9BrO
Source: OMol25
Level of theory: wB97M-V/def2-TZVPD

Calculated values
Gap between HOMO and LUMO, eV: 9.29
LUMO energy, eV: 0.5078
Max |F|, Eh/bohr: 0.0506

Each line ends with the Löwdin charge.
Element x y z (Å)
C  -1.392  0.506  0.656  -0.114
C  -0.572  0.332  -0.566  -0.539
C  0.795  0.951  -0.461  -0.086
C  -0.987  -0.224  -1.690  -0.619
Br  -2.677  -0.965  -1.875  0.727
H  -2.331  1.226  0.580  0.129
H  -0.751  0.726  1.517  0.075
H  -1.877  -0.449  0.921  0.058
H  1.450  0.635  -1.276  0.080
H  1.495  0.626  0.343  0.072
H  0.566  2.065  -0.213  0.124
H  -0.310  -0.659  -2.480  0.077
C  0.508  -2.251  -0.159  -0.162
O  0.613  -2.183  -1.342  -0.028
H  -0.311  -2.840  0.351  0.102
H  1.138  -1.648  0.599  0.105


Formula: H18O9
Source: OMol25
Level of theory: wB97M-V/def2-TZVPD

Calculated values
Gap between HOMO and LUMO, eV: 11.01
LUMO energy, eV: 0.2152
Max |F|, Eh/bohr: 0.0323

Each line ends with the Löwdin charge.
Element x y z (Å)
O  2.223  -0.418  2.798  -0.056
H  2.986  0.148  2.632  0.027
H  2.560  -1.252  2.442  0.044
O  3.347  0.934  0.242  -0.063
H  3.014  1.204  -0.621  0.014
H  4.085  1.500  0.510  0.045
O  -0.061  -1.670  0.403  -0.034
H  -0.882  -2.101  0.627  0.064
H  0.390  -1.093  1.033  0.049
O  -2.013  0.997  -2.182  -0.058
H  -1.588  0.274  -1.704  0.014
H  -2.244  0.675  -3.058  0.033
O  2.038  1.321  -3.044  -0.070
H  2.370  0.430  -2.942  0.003
H  1.251  1.295  -2.495  0.014
O  -2.272  -2.636  -1.798  -0.061
H  -1.599  -3.305  -1.999  0.043
H  -2.840  -2.811  -2.564  0.044
O  -3.576  1.781  2.488  -0.084
H  -2.760  1.354  2.154  -0.003
H  -3.528  2.475  1.809  0.047
O  1.266  -0.673  -1.593  -0.092
H  0.715  -1.157  -0.919  -0.005
H  2.018  -1.278  -1.637  0.052
O  -1.171  0.626  2.685  -0.061
H  -1.777  0.687  3.439  0.051
H  -0.318  0.548  3.132  0.043


Formula: C19H52B2NO30
Source: OMol25
Level of theory: wB97M-V/def2-TZVPD

Calculated values
Gap between HOMO and LUMO, eV: 8.16
LUMO energy, eV: 0.6604
Net charge: -1
Max |F|, Eh/bohr: 0.2270

Each line ends with the Löwdin charge.
Element x y z (Å)
C  2.717  1.900  -1.107  -0.082
C  3.639  1.902  0.096  -0.282
C  4.374  0.600  0.217  -0.153
C  5.238  0.448  1.533  -0.065
N  6.441  -0.444  1.302  -0.186
C  7.247  -0.647  2.567  -0.133
C  8.097  0.544  2.787  -0.202
C  8.278  1.125  1.452  -0.171
C  7.477  0.226  0.431  -0.056
C  6.076  -1.889  0.790  -0.035
C  5.201  -2.772  1.817  -0.173
C  4.489  -3.950  1.070  -0.052
H  2.325  2.980  -1.226  0.116
H  1.930  1.353  -0.770  0.023
H  3.238  1.534  -1.979  0.093
H  3.156  2.213  1.031  0.115
H  4.289  2.868  0.142  0.130
H  5.119  0.431  -0.563  0.110
H  3.573  -0.089  0.202  0.101
H  4.647  0.171  2.412  0.150
H  5.518  1.369  1.796  0.078
H  7.851  -1.550  2.582  0.138
H  6.557  -0.527  3.474  0.167
H  9.209  0.244  3.037  0.175
H  7.563  1.276  3.276  0.089
H  9.297  1.132  1.163  0.088
H  7.933  2.295  1.470  0.173
H  8.186  -0.529  0.002  0.160
H  7.030  0.843  -0.237  0.084
H  6.953  -2.411  0.864  0.081
H  5.565  -1.813  -0.177  0.139
H  4.614  -2.223  2.339  0.020
H  5.824  -3.227  2.645  0.126
H  3.744  -3.380  0.419  0.099
H  4.031  -4.725  1.601  0.051
H  5.210  -4.517  0.425  0.088
O  -0.139  1.422  -2.306  0.113
C  -1.318  1.212  -1.871  -0.358
O  -1.422  0.404  -0.922  0.314
B  -2.862  0.312  -0.744  -0.838
O  -3.423  1.307  -1.715  0.290
C  -2.521  1.848  -2.305  -0.569
O  -2.562  2.652  -3.145  0.159
O  -3.180  0.755  0.577  0.306
C  -3.961  -0.195  0.953  -0.320
O  -4.611  -0.097  2.008  0.129
C  -3.987  -1.367  0.090  -0.428
O  -3.433  -1.060  -0.964  0.284
O  -4.818  -2.244  0.123  0.169
O  -0.683  -2.187  -3.163  0.166
C  -0.181  -1.963  -2.069  -0.424
O  -0.622  -2.457  -0.957  0.269
B  0.390  -2.367  0.064  -0.880
O  1.512  -1.698  -0.675  0.276
C  1.187  -1.561  -1.854  -0.458
O  1.824  -1.322  -2.925  0.092
O  0.827  -3.607  0.597  0.355
C  0.807  -3.544  1.793  -0.508
O  1.162  -4.458  2.544  0.119
C  0.542  -2.210  2.221  -0.417
O  0.140  -1.563  1.241  0.301
O  0.990  -1.670  3.264  0.116
O  -4.520  -0.881  -3.670  -0.099
H  -3.965  -0.898  -2.887  0.002
H  -4.613  0.046  -4.149  0.054
O  -4.621  2.465  2.795  -0.113
H  -5.551  2.655  2.463  0.076
H  -4.265  1.775  2.115  0.056
O  -6.575  0.164  -2.193  -0.009
H  -7.108  0.190  -2.937  0.025
H  -5.657  0.061  -2.355  -0.010
O  -1.658  3.470  0.251  -0.066
H  -1.304  4.316  -0.121  0.081
H  -2.562  3.224  -0.180  0.056
O  -4.047  0.721  4.976  -0.069
H  -4.581  1.290  5.612  0.067
H  -4.098  1.232  4.204  -0.065
O  -3.385  -4.311  -1.152  -0.067
H  -3.905  -3.559  -0.703  0.029
H  -2.580  -3.910  -1.406  -0.025
O  -2.721  5.437  -3.270  -0.067
H  -2.827  4.646  -2.744  -0.019
H  -3.551  5.781  -3.646  0.044
O  -4.366  3.608  -0.823  -0.108
H  -4.981  3.733  -0.050  0.076
H  -4.902  3.213  -1.681  0.161
O  -6.935  -1.220  3.140  -0.015
H  -6.015  -1.033  2.916  0.007
H  -6.965  -1.834  2.509  -0.093
O  -0.344  1.517  1.974  0.031
H  -0.588  2.128  1.227  0.034
H  -0.045  0.790  1.706  -0.134
O  -7.391  -3.382  1.074  -0.023
H  -8.107  -3.725  0.598  0.007
H  -6.940  -2.716  0.611  -0.042
O  1.223  3.365  -3.990  -0.052
H  0.894  2.849  -3.236  -0.007
H  0.891  4.225  -4.075  -0.008
O  -3.887  1.323  -4.949  -0.115
H  -3.779  1.512  -5.902  0.063
H  -3.365  2.077  -4.373  0.092
O  -7.856  -1.910  -1.180  -0.128
H  -7.559  -2.354  -2.076  0.109
H  -7.180  -1.182  -1.167  0.006


Formula: C5H9N2O
Source: OMol25
Level of theory: wB97M-V/def2-TZVPD

Calculated values
Gap between HOMO and LUMO, eV: 8.29
LUMO energy, eV: -5.4912
Net charge: +1
Max |F|, Eh/bohr: 0.1016

Each line ends with the Löwdin charge.
Element x y z (Å)
C  -0.414  -0.260  -1.749  0.009
C  1.483  0.639  -1.052  -0.081
C  -1.156  0.326  -0.517  -0.067
C  -0.248  0.407  0.665  -0.357
C  0.051  -1.651  1.116  0.102
N  0.853  -0.169  -1.895  0.124
N  1.112  0.830  0.188  0.168
O  -0.519  1.090  1.827  0.074
H  -0.856  -0.756  -2.680  0.172
H  2.392  1.201  -1.193  0.159
H  -1.618  1.272  -0.642  0.128
H  -1.952  -0.313  -0.384  0.101
H  1.061  -1.883  0.587  0.077
H  -0.880  -2.213  0.950  0.052
H  0.293  -1.666  2.163  0.024
H  1.608  1.416  0.894  0.200
H  -1.210  1.730  1.723  0.114